[1]
74
Properties=species:S:1:pos:R:3:lowdin_charge:R:1 method="wB97M-V/def2-TZVPD" gap_ha=0.229 charge=-2 de_lowest_kj_mol=0.0 max_force_ev_per_a=3.12 lumo_ha=0.132 energy_ha=-5042.370892
Na -0.7201 1.0656 0.5250 0.16
N -0.4981 3.0817 -1.6331 0.00
C -1.8503 2.5672 -1.8761 -0.30
C -2.0640 1.6459 -3.0675 -0.20
C -1.1267 0.4341 -3.2435 -0.20
C -1.3383 -0.7275 -2.2626 -0.28
N -0.1020 -1.4009 -1.8682 -0.01
H -0.5757 3.9850 -1.1709 0.07
H -0.0217 3.2277 -2.5275 0.07
H -2.5665 3.4110 -1.9683 0.12
H -2.1892 2.0605 -0.9624 0.04
H -2.0537 2.2167 -4.0112 0.10
H -3.1033 1.2989 -2.9533 0.11
H -0.0935 0.8065 -3.2089 0.07
H -1.2655 0.0649 -4.2856 0.10
H -2.1160 -1.4313 -2.6207 0.10
H -1.8138 -0.3366 -1.3416 0.09
H 0.2437 -2.0196 -2.5993 0.07
H -0.2480 -1.9216 -1.0078 0.05
S -2.6020 2.5383 1.9647 0.53
C -3.7894 1.7178 1.1330 -1.14
N -3.6839 0.7523 0.1740 0.00
C -4.8758 0.3205 -0.3281 -0.33
C -5.0342 -0.6808 -1.3156 -0.03
C -6.2892 -0.9430 -1.7863 -0.13
C -7.4268 -0.3013 -1.2803 -0.13
C -7.2777 0.6424 -0.2669 -0.12
C -6.0136 0.9523 0.2209 -0.51
S -5.5303 2.0746 1.4470 0.94
H -4.1490 -1.2279 -1.6508 0.10
H -6.4132 -1.6954 -2.5771 0.10
H -8.3963 -0.5938 -1.6800 0.08
H -8.1315 1.1659 0.1486 0.09
O 2.9420 0.0374 3.0738 -0.06
C 1.8092 0.1960 2.5479 -0.58
O 1.4644 1.0500 1.6566 -0.15
C 0.7799 -0.8596 3.0789 0.00
C 1.0071 -1.3323 4.3833 0.05
C 0.1154 -2.2068 4.9394 -0.19
C -1.0171 -2.7058 4.3497 0.06
C -1.2007 -2.2372 3.0878 -0.09
C -0.2800 -1.4807 2.3299 -0.31
O -0.4079 -1.3845 1.0622 -0.06
N -2.4201 -2.6807 2.4450 -0.29
O -2.6363 -2.6028 1.2079 0.04
O -3.3051 -3.1298 3.2207 -0.02
N 0.4606 -2.7034 6.2572 -0.34
O 1.5152 -2.2996 6.7708 0.01
O -0.3318 -3.5059 6.7970 0.00
H 1.8884 -1.0260 4.9418 0.12
H -1.7077 -3.3646 4.8394 0.12
C 2.7650 0.9032 -2.9511 -0.34
As 2.0888 0.8649 -1.0517 1.19
C 3.2609 2.3878 -0.4306 -0.29
C 3.1927 -0.7930 -0.5718 -0.29
C 4.6304 -0.5419 -0.3452 -0.30
C 5.1436 0.0780 0.8084 -0.04
C 6.4865 0.3772 0.9203 -0.10
C 7.3741 0.0684 -0.1006 -0.13
C 6.8781 -0.5115 -1.2649 -0.12
C 5.5320 -0.7988 -1.3820 -0.09
H 3.8448 0.9208 -2.8781 -0.01
H 2.3939 1.8350 -3.3983 0.00
H 2.3733 0.0139 -3.4579 0.00
H 4.2306 2.3140 -0.9301 0.01
H 3.3038 2.2907 0.6594 0.00
H 2.7416 3.3157 -0.7329 0.01
H 3.0433 -1.5120 -1.3960 0.07
H 2.7311 -1.1705 0.3379 0.06
H 4.4614 0.2911 1.6344 0.09
H 6.8227 0.8489 1.8272 0.09
H 8.4316 0.2740 0.0082 0.08
H 7.5489 -0.7577 -2.0854 0.09
H 5.1608 -1.2123 -2.3282 0.10

=====

[2]
77
Properties=species:S:1:pos:R:3:lowdin_spin:R:1 method="wB97M-V/def2-TZVPD" multiplicity=2 gap_ha="0.160 / 0.137" charge=-1 de_lowest_kj_mol=145.9 max_force_ev_per_a=4.26 lumo_ha="0.073 / 0.050" energy_ha=-2961.698768
Pd 0.4735 0.6590 -0.6407 0.00
C 1.2100 4.0411 -3.3210 0.00
C 0.9893 2.6338 -3.1319 0.00
N 0.8060 2.3957 -1.7736 0.00
N 0.8473 3.5953 -1.1178 0.00
C 1.2164 4.5794 -2.0304 0.00
B 0.5306 3.7014 0.4169 0.00
N -0.8463 2.9667 0.6371 0.00
C -1.9938 3.3578 1.2667 0.00
C -2.9854 2.3512 1.2276 0.00
C -2.3830 1.3200 0.4555 0.00
N -1.0965 1.6933 0.1192 0.00
N 1.4853 2.7695 1.1901 0.00
C 2.5065 3.1581 1.9668 0.00
C 3.4100 2.0693 2.1363 0.00
C 2.7681 0.9457 1.5340 0.00
N 1.5895 1.3510 0.9701 0.00
N 0.6959 5.2061 0.7197 0.00
C -0.0615 6.2297 0.0864 0.00
C -0.0718 7.4030 0.9086 0.00
C 0.7087 7.0302 2.0215 0.00
N 1.1649 5.7417 1.9385 0.00
H 1.3901 4.5926 -4.2639 0.00
H 0.9379 1.8866 -3.9246 0.00
H 1.3662 5.5967 -1.6934 0.00
H -1.9745 4.3578 1.7432 0.00
H -3.9996 2.3529 1.6136 0.00
H -2.8725 0.4157 0.1442 0.00
H 2.5375 4.1886 2.2769 0.00
H 4.3730 2.1294 2.6677 0.00
H 3.1344 -0.0718 1.5268 0.00
H -0.5543 6.0672 -0.8555 0.00
H -0.4845 8.3809 0.7100 0.00
H 1.0393 7.6833 2.8385 0.00
Cl -3.3776 -1.5075 5.1600 0.04
C -1.9131 -0.6974 5.4911 0.16
C -1.7140 -0.1837 6.7661 -0.01
C -0.4363 0.1014 7.1833 0.16
C 0.6357 -0.0906 6.2921 -0.02
C 0.4344 -0.4560 4.9980 0.11
C -0.8642 -0.7287 4.4867 0.05
C -1.1330 -1.1303 3.2088 0.44
H -2.5953 -0.0705 7.3835 0.00
H -0.2217 0.4394 8.1609 0.01
H 1.6982 0.0346 6.5900 0.00
H 1.2857 -0.5074 4.3093 0.00
H -2.0982 -1.4623 2.8809 0.03
H -0.3653 -1.2272 2.4461 0.02
C -2.8366 -5.7097 -2.8192 0.00
C -1.8780 -6.6824 -3.4873 0.00
S -0.1210 -6.4272 -3.1502 0.00
O 0.5589 -7.4675 -3.8963 0.00
O 0.0079 -6.3387 -1.6783 0.00
C 0.3376 -4.8349 -3.9004 0.00
C 1.3623 -4.0273 -3.1277 0.00
N 0.9042 -2.6749 -2.7091 0.00
C 0.5443 -2.3057 -1.4633 0.00
N -0.1564 -1.1590 -1.4746 0.00
C -0.1985 -0.7630 -2.8146 0.00
C 0.4535 -1.6588 -3.5918 0.00
N 0.7226 -1.4734 -4.9228 0.00
O 0.1655 -0.4445 -5.4070 0.00
O 1.4637 -2.3005 -5.5425 0.00
C 0.8933 -3.0427 -0.2070 0.00
H -3.8432 -6.1356 -2.8110 0.00
H -2.9354 -4.7590 -3.4040 0.00
H -2.5416 -5.4296 -1.8129 0.00
H -2.0437 -6.7360 -4.5813 0.00
H -2.0666 -7.7204 -3.1762 0.00
H -0.5553 -4.2158 -4.0109 0.00
H 0.6883 -5.0134 -4.9233 0.00
H 2.2117 -3.8589 -3.7722 0.00
H 1.6472 -4.4855 -2.1859 0.00
H -0.7890 0.0756 -3.1681 0.00
H 1.9232 -2.9810 0.0395 0.00
H 0.6426 -4.0843 -0.3097 0.00
H 0.2467 -2.6380 0.5880 0.00

=====

[3]
65
Properties=species:S:1:pos:R:3:lowdin_charge:R:1 method="wB97M-V/def2-TZVPD" gap_ha=0.203 max_force_ev_per_a=5.81 lumo_ha=-0.007 energy_ha=-1523.307958
C -5.2932 -0.2695 0.6553 -0.05
C -3.9693 -0.3377 0.0753 -0.32
C -2.9611 0.6744 -0.1661 -0.04
C -1.8618 0.0391 -0.7600 0.00
C -1.9886 -1.0417 0.1845 -0.18
B -2.5455 -3.9388 -2.5722 -0.93
O -3.0843 -4.4602 -1.3999 0.10
C -2.3514 -5.7138 -1.2441 -0.09
C -1.1927 -5.5810 -2.3057 -0.32
C -0.1683 -6.7129 -2.1976 -0.05
C -0.4180 -4.1535 -1.9820 -0.02
O -1.4102 -3.1204 -2.3061 0.06
C -2.1348 -5.5545 -3.6948 0.04
O -2.9224 -4.2564 -3.8135 0.15
O -3.3181 -1.5473 -0.0109 -0.06
H -6.0558 -0.1452 -0.1290 0.08
H -5.5887 -1.1258 1.3035 0.09
H -5.3223 0.6689 1.2512 0.10
H -2.8143 1.6930 0.1000 0.10
H -0.9493 0.2059 -1.3682 0.12
H -2.0393 -5.8952 -0.1934 0.10
H -3.1182 -6.4521 -1.5871 0.14
H 0.6999 -6.6116 -2.9035 0.09
H 0.2632 -6.8384 -1.1427 0.11
H -0.6234 -7.7130 -2.4255 0.09
H -0.1407 -4.1630 -0.8940 0.12
H 0.5066 -4.0256 -2.5488 0.13
H -1.5838 -5.6309 -4.6382 0.14
H -3.0288 -6.1865 -3.6833 0.13
C -3.5992 -6.2295 5.3697 -0.06
O -3.5810 -4.8214 5.0144 -0.12
C -3.0496 -4.3537 3.8437 -0.24
C -3.3674 -2.9780 3.5504 0.03
C -3.2303 -2.5087 2.2602 0.01
C -2.3124 -3.1901 1.4509 -0.20
C -1.3440 -2.4022 0.7764 -0.16
C -0.0021 -2.4856 1.2521 -0.06
C 1.1813 -2.2432 0.5474 -0.05
C 2.3150 -3.1124 0.8234 -0.24
C 3.6180 -2.7372 0.3150 -0.04
C 4.4304 -3.7459 -0.1209 -0.04
C 4.0509 -5.1032 0.0333 -0.29
O 4.4507 -5.8810 -1.0110 -0.10
C 4.5512 -7.2878 -0.7074 -0.07
C 3.0103 -5.4295 0.9697 -0.02
C 2.1500 -4.4166 1.3621 -0.05
C -1.8999 -4.5365 1.7479 -0.06
C -2.3706 -5.1724 2.8754 -0.01
H -4.1353 -6.2623 6.3240 0.09
H -4.1704 -6.7966 4.6154 0.10
H -2.5656 -6.6054 5.4943 0.09
H -3.7668 -2.3566 4.3653 0.12
H -3.5418 -1.4964 2.0357 0.11
H -1.4151 -1.9660 -0.4891 0.20
H 0.0064 -2.8225 2.3188 0.15
H 1.2868 -1.3944 -0.0975 0.10
H 3.9301 -1.6643 0.3291 0.13
H 5.2985 -3.4962 -0.7474 0.12
H 5.5279 -7.6196 -1.0857 0.09
H 4.4512 -7.5394 0.3799 0.09
H 3.7764 -7.8574 -1.2372 0.08
H 2.8574 -6.4473 1.3089 0.10
H 1.3093 -4.6751 2.0230 0.11
H -1.0928 -5.0518 1.1815 0.11
H -2.1536 -6.2220 3.0992 0.11

=====

[4]
75
Properties=species:S:1:pos:R:3:lowdin_charge:R:1 method="wB97M-V/def2-TZVPD" gap_ha=0.249 max_force_ev_per_a=3.19 lumo_ha=-0.058 energy_ha=-5031.266608
C -0.5065 2.3243 1.8441 -0.07
O 0.4392 1.9187 0.8578 -0.20
C -0.1170 2.0155 -0.3981 -0.14
N -0.9522 0.8123 -0.7979 0.08
C -2.3643 1.1593 -1.1551 -0.33
C -2.5324 2.1534 -2.3111 -0.10
C -3.5725 3.2406 -2.0538 -0.52
O -4.0691 3.7923 -2.9866 0.14
O -3.9250 3.5955 -0.7656 0.06
C -3.1604 -0.1686 -1.2652 -1.07
Br -4.8779 0.1850 -2.2029 0.77
I -3.8091 -0.6403 0.7910 1.01
O -2.6014 -1.2018 -1.9368 -0.15
C -1.1515 -1.4319 -1.8686 -0.28
C -0.9033 -2.2223 -3.1811 -0.07
C 0.2971 -3.1876 -3.2320 -0.06
C 1.6516 -2.5808 -3.5406 -0.53
O 2.5894 -2.8196 -2.8250 0.11
O 1.8077 -1.7930 -4.6268 0.10
C -0.9383 -2.3704 -0.6445 -0.09
C -1.7680 -3.6609 -0.6749 -0.32
C -0.8989 -4.9069 -0.3421 -0.02
F -2.7932 -3.6685 0.2909 -0.10
C -0.3080 -0.1332 -1.7819 -0.28
N -0.1323 0.5034 -3.0640 0.13
C 1.1579 -0.3707 -1.1863 -0.62
O 2.1119 -0.0364 -1.9157 0.00
O 1.2875 -0.7746 -0.0038 0.00
H -0.0916 2.0971 2.8276 0.10
H -1.4321 1.7451 1.7228 0.07
H -0.7260 3.4025 1.8009 0.10
H -0.8242 2.8620 -0.3276 0.14
H 0.6396 2.3114 -1.1290 0.16
H -1.0203 0.2409 0.0682 0.14
H -2.7567 1.6655 -0.2674 0.08
H -1.5951 2.6933 -2.5092 0.13
H -2.7758 1.6939 -3.2700 0.11
H -4.7145 3.0740 -0.5463 0.12
H -0.8543 -1.5581 -4.0488 0.12
H -1.8007 -2.8289 -3.3445 0.12
H 0.0970 -3.8646 -4.0801 0.14
H 0.4518 -3.8399 -2.3761 0.10
H 2.7541 -1.5699 -4.6178 0.14
H -1.0471 -1.8311 0.3031 0.07
H 0.1110 -2.6751 -0.6436 0.10
H -2.2544 -3.8800 -1.6288 0.13
H 0.0875 -4.6450 0.0514 0.08
H -0.7579 -5.5026 -1.2534 0.08
H -1.4357 -5.5608 0.3524 0.08
H 0.3783 1.3716 -2.9727 0.09
H 0.4169 -0.0791 -3.6823 0.07
C 4.4836 3.0430 2.0369 0.03
C 5.5512 3.8239 2.1843 0.02
C 5.5126 5.2586 1.8110 -0.39
O 6.4839 5.9718 1.9424 0.11
C 4.2369 5.7901 1.2680 0.02
C 3.1703 5.0090 1.1209 0.03
C 3.2087 3.5734 1.4951 -0.34
O 2.2349 2.8593 1.3630 0.11
H 4.4915 1.9933 2.3018 0.13
H 6.4894 3.4547 2.5784 0.12
H 4.2284 6.8396 1.0019 0.12
H 2.2322 5.3793 0.7260 0.12
C 0.1377 -2.5480 2.8679 0.04
C 0.5130 -3.4526 3.7686 0.03
C 0.1440 -3.3138 5.1984 -0.38
O 0.4855 -4.1346 6.0218 0.11
C -0.6612 -2.1265 5.5854 0.03
C -1.0355 -1.2228 4.6843 0.03
C -0.6659 -1.3659 3.2565 -0.36
O -1.0081 -0.5435 2.4307 -0.01
H 0.3991 -2.6273 1.8198 0.11
H 1.1002 -4.3230 3.5052 0.12
H -0.9210 -2.0426 6.6330 0.12
H -1.6218 -0.3507 4.9464 0.12

=====

[5]
77
Properties=species:S:1:pos:R:3:lowdin_spin:R:1 method="wB97M-V/def2-TZVPD" multiplicity=3 gap_ha="0.215 / 0.172" charge=-1 de_lowest_kj_mol=0.0 max_force_ev_per_a=1.18 lumo_ha="0.040 / 0.000" energy_ha=-13544.015191
W 1.4595 -0.0578 1.6659 0.88
O -1.9636 0.2079 4.1866 0.01
C -0.9219 -0.0861 3.6322 0.00
O -0.1907 0.6646 2.8853 0.00
C -0.3544 -1.4762 3.7602 0.00
C -0.9662 -2.5419 4.3890 0.00
C -0.3612 -3.7909 4.3159 0.00
C 0.8369 -3.9409 3.6317 0.00
C 1.4002 -2.8121 3.0647 0.00
N 0.8134 -1.6237 3.1388 0.00
C 2.7073 -2.7646 2.3218 0.00
O 3.3970 -3.7590 2.2077 0.00
O 2.9933 -1.5588 1.9593 0.02
H -1.9090 -2.3707 4.8888 0.00
H -0.8318 -4.6463 4.7838 0.00
H 1.3496 -4.8861 3.5297 0.00
C -2.0795 3.5958 1.3357 0.00
P -0.9900 3.0229 -0.0172 0.05
C -1.3114 1.2089 0.1654 0.01
N -2.5210 0.7324 0.1721 0.01
C -2.6992 -0.6083 0.3701 0.00
C -4.0028 -1.1428 0.3760 0.00
C -4.1938 -2.4829 0.5803 0.00
C -3.0952 -3.3409 0.7839 0.00
C -1.8186 -2.8459 0.7999 0.00
C -1.6146 -1.4680 0.6055 0.00
N -0.3656 -0.9212 0.6923 0.00
C -0.1968 0.3446 0.4515 0.00
P 2.1510 -1.7249 -0.8292 0.01
C 3.8738 -2.2373 -1.1723 0.00
C 1.3612 -1.8074 -2.5405 0.01
C 0.8770 -3.2590 -2.6551 0.00
C 2.3151 -1.5126 -3.7013 0.00
C 0.1434 -0.8837 -2.6125 0.00
C -1.9167 3.4766 -1.5840 0.00
C -1.5056 4.9207 -1.8915 0.00
C -1.4138 2.5647 -2.7037 0.00
C -3.4375 3.3887 -1.4778 0.00
H -3.0870 3.1902 1.2527 0.00
H -2.1087 4.6862 1.3583 0.00
H -1.6293 3.2516 2.2694 0.00
H -4.8288 -0.4615 0.2209 0.00
H -5.1968 -2.8890 0.5914 0.00
H -3.2657 -4.3996 0.9313 0.00
H -0.9531 -3.4787 0.9575 0.00
H 3.8639 -3.1964 -1.6930 0.00
H 4.3655 -2.3665 -0.2090 0.00
H 4.4300 -1.5128 -1.7722 0.00
H 1.7065 -3.9687 -2.6033 0.00
H 0.3744 -3.4031 -3.6169 0.00
H 0.1735 -3.5037 -1.8571 0.00
H 3.0782 -2.2870 -3.7934 0.00
H 2.8178 -0.5516 -3.5900 0.00
H 1.7555 -1.4866 -4.6425 0.00
H -0.6646 -1.2452 -1.9717 0.00
H -0.2379 -0.8594 -3.6383 0.00
H 0.3877 0.1360 -2.3194 0.00
H -0.4232 5.0094 -2.0096 0.00
H -1.8216 5.6065 -1.1008 0.00
H -1.9752 5.2509 -2.8229 0.00
H -0.3259 2.6069 -2.7926 0.00
H -1.8465 2.8810 -3.6574 0.00
H -1.7008 1.5251 -2.5359 0.00
H -3.8319 4.1446 -0.7967 0.00
H -3.7600 2.4105 -1.1238 0.00
H -3.8826 3.5650 -2.4625 0.00
Se 0.7220 6.5859 2.4471 0.28
Sb 1.6416 5.2975 0.6927 0.25
Se 2.7851 1.1988 3.5459 0.04
Se 1.8691 2.4851 1.8003 0.03
Se 3.5829 5.9643 -0.4715 0.34
Cl 2.4915 1.7677 -2.1581 0.00
C 4.4188 1.1188 -0.4576 0.00
Cl 5.3418 2.3878 -1.1631 0.00
Cl 5.2292 0.2613 0.7825 0.00
C 3.1737 0.8073 -0.8300 0.01
N 2.3133 -0.1064 -0.2695 0.02

=====

[6]
76
Properties=species:S:1:pos:R:3:lowdin_charge:R:1 method="wB97M-V/def2-TZVPD" gap_ha=0.254 max_force_ev_per_a=5.51 lumo_ha=-0.050 energy_ha=-5379.147494
Sc 1.9740 -16.3886 15.5439 1.02
Cl -3.4736 -20.2650 18.4112 0.64
C -2.6702 -19.0107 17.4763 -0.68
C -1.5382 -19.3888 16.7433 -0.71
Cl -1.3049 -21.0627 16.4182 0.69
C -0.6870 -18.4066 16.2113 -0.54
Cl 0.5822 -18.7703 15.0806 0.83
C -0.8337 -17.0130 16.4989 -0.42
O 0.0186 -16.1026 16.1346 -0.21
C -2.0360 -16.6356 17.2263 -0.61
Cl -2.2946 -15.0244 17.6818 0.77
C -2.9306 -17.6213 17.6428 -0.74
Cl -4.3730 -17.2246 18.3907 0.74
C 4.7935 -15.1410 13.0315 -0.19
Si 4.7157 -14.3541 14.8175 0.47
C 6.0168 -15.3719 15.8123 -0.17
C 5.3603 -12.5984 14.3826 -0.21
C 2.9887 -14.1738 15.6129 -0.42
Si 1.8832 -12.7762 15.0371 0.38
C 0.2174 -12.8386 15.9255 -0.19
C 2.5241 -11.0530 15.4054 -0.21
C 1.5698 -12.6357 13.1243 -0.18
H 5.4378 -14.5377 12.3610 0.03
H 3.7268 -15.2344 12.6247 0.02
H 5.2951 -16.1041 13.0407 0.01
H 6.9563 -15.1449 15.4029 0.00
H 5.9004 -16.4879 15.8427 0.02
H 5.9468 -15.0764 16.8865 0.04
H 6.4517 -12.6330 14.1077 0.04
H 5.3720 -11.8493 15.1626 0.01
H 4.7714 -12.1351 13.5697 0.03
H 3.1573 -14.0550 16.6807 -0.01
H -0.5800 -12.3823 15.3459 0.03
H 0.3173 -12.4473 16.9249 0.03
H -0.0591 -13.8984 16.0708 -0.03
H 3.2881 -11.2354 16.1943 0.03
H 1.7836 -10.2821 15.6624 0.04
H 3.0839 -10.8061 14.4559 0.03
H 2.4516 -13.1082 12.5778 0.03
H 1.5235 -11.5469 12.8084 0.04
H 0.5985 -13.1783 12.9400 0.01
O 2.7709 -16.9876 17.4663 -0.02
C 3.5566 -17.7801 16.8847 -0.56
O 3.5514 -17.8770 15.6187 -0.11
C 4.7188 -18.4568 17.6150 -0.11
C 5.6128 -19.3208 16.9846 0.00
C 6.7210 -19.7789 17.6530 -0.06
C 6.8746 -19.5588 18.9997 0.03
C 5.8726 -18.8151 19.6850 -0.14
C 4.7920 -18.2913 18.9763 0.08
N 5.8743 -18.6985 21.0885 -0.31
O 5.1035 -17.9559 21.6645 0.11
O 6.8915 -19.2565 21.6861 0.01
H 5.3774 -19.6589 15.9642 0.13
H 7.4737 -20.3529 17.1197 0.12
H 7.6962 -19.9687 19.6125 0.13
H 4.0806 -17.6062 19.3779 0.13
O -2.4238 -14.8700 8.4980 -0.02
C -2.4693 -16.2351 8.6007 -0.28
N -1.5857 -16.7247 9.6416 0.06
C -1.2200 -15.9638 10.7384 -0.37
O -1.6109 -14.8288 11.0264 0.07
C -0.0853 -16.6481 11.5005 -0.07
C 0.5659 -17.7790 11.0722 -0.01
C 1.7478 -18.1895 11.6906 -0.02
C 2.2660 -17.4483 12.7731 -0.11
N 1.4998 -16.3622 13.2813 -0.02
C 0.4076 -15.9765 12.6588 -0.05
H -2.1449 -14.5609 9.4032 0.07
H -2.2094 -16.8105 7.6570 0.15
H -3.4300 -16.6191 8.9853 0.13
H -1.3625 -17.7316 9.6936 0.13
H 0.2522 -18.1687 10.0628 0.13
H 2.1746 -19.1283 11.3427 0.12
H 3.2129 -17.6432 13.2033 0.09
H -0.2997 -15.3123 13.1363 0.13